1.
Computed, not measured: the molecule C5H8O, with wB97M-V/def2-TZVPD.

Geometry as ORCA input:
```
! wB97M-V def2-TZVPD RIJCOSX def2/J DEFGRID3
* xyz 0 1
C 1.8045 -0.0906 -0.3505
C 0.8352 -0.9119 -1.1451
C 0.3889 -0.3043 0.1527
C -0.7085 0.7221 0.1916
C -1.9167 0.5289 1.0063
O -0.8581 1.3591 1.4478
H 2.1088 0.8789 -0.7332
H 2.6039 -0.6260 0.1636
H 0.9618 -1.9887 -1.1942
H 0.4410 -0.4579 -2.0501
H 0.3333 -0.9681 1.0154
H -1.1012 1.2084 -0.6930
H -2.8149 1.1181 0.7926
H -2.0782 -0.4679 1.3961
*
```

The value obtained for the total energy is -270.46098 Ha. The energy relative to the best compared isomer or geometry (same formula, charge and spin) comes out at 2.637 eV. As for the largest force on an atom: 1.6 eV/A. The SMILES is C1CC1[C@H]1CO1. For the LUMO energy, the calculation gives 1.20 eV. The calculation puts the frontier orbital gap at 11.043 eV.

2.
Computed, not measured: a structure of composition C3H4N2OS, with wB97M-V/def2-TZVPD.

Geometry as ORCA input:
```
! wB97M-V def2-TZVPD RIJCOSX def2/J DEFGRID3
* xyz 0 1
C -0.0058 1.1187 0.2736
C -1.1825 0.4797 0.2570
C 0.8644 0.1384 -0.2945
N 0.2702 -0.9120 -0.6884
N -1.0134 -0.6860 -0.4611
O 3.4759 -0.5994 0.7195
S 3.2466 0.6154 -0.4404
H 0.2366 2.1459 0.6429
H -2.2049 0.8283 0.4570
H -1.7674 -1.3076 -0.8192
H 3.4215 -1.5564 0.5584
*
```

The value obtained for the total energy is -699.51298 Ha. The energy relative to the best compared isomer or geometry (same formula, charge and spin) comes out at 4.331 eV. As for the largest force on an atom: 5.2 eV/A. For the LUMO energy, the calculation gives -0.52 eV. The calculation puts the frontier orbital gap at 8.398 eV.

3.
Computed, not measured: the molecule C7H9N, with wB97M-V/def2-TZVPD.

Geometry as ORCA input:
```
! wB97M-V def2-TZVPD RIJCOSX def2/J DEFGRID3
* xyz 0 1
C 1.6173 2.1306 0.9837
C 0.9074 1.4719 0.2805
C 0.0440 0.6486 -0.5498
C 0.8406 0.0554 -1.7185
C -0.6026 -0.4437 0.2913
C -2.1043 -0.5023 0.3275
C 0.1345 -1.2766 0.9647
N 0.8306 -2.1641 1.4216
H 2.2412 2.7159 1.5907
H -0.7568 1.2838 -0.9468
H 0.1887 -0.5492 -2.3455
H 1.2744 0.8499 -2.3226
H 1.6419 -0.5760 -1.3416
H -2.5090 0.4162 0.7554
H -2.4424 -1.3445 0.9262
H -2.5006 -0.6123 -0.6826
H 1.1949 -2.1035 2.3656
*
```

The value obtained for the total energy is -326.77084 Ha. The energy relative to the best compared isomer or geometry (same formula, charge and spin) comes out at 3.269 eV. As for the largest force on an atom: 0.6 eV/A. The SMILES is C#C[C@@H](C)C(C)=C=N. For the LUMO energy, the calculation gives 0.95 eV. The calculation puts the frontier orbital gap at 9.330 eV.

4.
Computed, not measured: a structure of composition C34H41BrCl2NOP3Pt, with wB97M-V/def2-TZVPD.

Geometry as ORCA input:
```
! wB97M-V def2-TZVPD RIJCOSX def2/J DEFGRID3
* xyz 2 5
P -0.2099 -1.5796 -2.3175
C -1.6661 -2.4272 -2.6741
C -2.1758 -2.0827 -3.9449
H -1.7941 -1.1879 -4.4529
C -3.1318 -2.8973 -4.5172
H -3.5036 -2.6591 -5.5199
C -3.6022 -4.0168 -3.8312
H -4.3427 -4.6679 -4.2996
C -3.1467 -4.3186 -2.5415
H -3.5303 -5.1808 -2.0018
C -2.1877 -3.5132 -1.9397
H -1.8249 -3.6861 -0.9264
C -0.1456 0.1048 -2.8229
C -1.2475 0.9848 -2.7867
H -2.2008 0.6459 -2.3649
C -1.1103 2.2724 -3.2883
H -1.9583 2.9470 -3.2556
C 0.0979 2.6754 -3.8542
H 0.1886 3.6764 -4.2783
C 1.1873 1.8090 -3.8924
H 2.1221 2.1154 -4.3505
C 1.0850 0.5345 -3.3608
H 1.9391 -0.1571 -3.3837
C 1.2545 -2.4450 -2.0482
C 1.5670 -3.0913 -3.2589
H 0.8601 -3.0249 -4.1037
C 2.7525 -3.7970 -3.3649
H 3.0030 -4.2735 -4.3065
C 3.6100 -3.8816 -2.2599
H 4.5529 -4.4302 -2.3552
C 3.2716 -3.2917 -1.0462
H 3.9327 -3.3820 -0.1791
C 2.0842 -2.5835 -0.9177
H 1.7445 -2.1756 0.0428
Pt -1.0654 0.1732 2.6548
C 0.3100 1.7495 2.4146
C 0.9919 2.1217 1.3376
H 0.3145 2.2180 3.4013
C 0.8227 1.1838 0.1117
O 2.1612 0.6907 -0.2033
H 2.0384 -0.1167 -0.7383
C -0.1482 0.0518 0.3752
H 0.5494 1.8292 -0.7862
C -0.9098 -0.7029 1.0910
Cl -1.4834 0.8140 4.6701
Cl -2.8793 -1.8929 2.8034
P -2.9499 1.3346 1.9660
C -4.2379 1.2061 3.2379
H -3.8762 1.6921 4.1489
H -4.4204 0.1463 3.4459
H -5.1445 1.6915 2.8672
C -2.6116 3.1014 1.7800
H -1.9193 3.2706 0.9478
H -2.1617 3.4887 2.7002
H -3.5534 3.6262 1.5808
C -3.7469 0.8295 0.4229
H -3.8503 -0.2613 0.4101
H -3.1499 1.1574 -0.4355
H -4.7392 1.2992 0.3831
P 2.1347 3.5432 1.2289
C 1.8510 4.6144 2.6215
C 1.7645 4.3588 -0.3231
H 1.9951 4.0529 3.5535
H 0.8299 5.0169 2.5864
H 2.5761 5.4379 2.5628
H 1.8822 3.6720 -1.1705
H 2.4518 5.2048 -0.4461
H 0.7329 4.7339 -0.3115
C 3.8003 2.8963 1.2166
H 3.9955 2.3839 2.1660
H 4.5041 3.7278 1.0963
H 3.9089 2.1751 0.3980
H -1.3789 -1.6460 0.7192
Br 0.4751 -3.9586 6.2984
C 1.0652 -2.8459 4.8795
C 2.3814 -2.8404 4.4608
C 2.7637 -1.9885 3.4115
C 1.7780 -1.1656 2.8321
N 0.5143 -1.2089 3.2379
C 0.1323 -2.0331 4.2421
H 3.1087 -3.4987 4.9459
H 3.7663 -1.9396 3.0262
H 2.0638 -0.4171 2.0632
H -0.9129 -1.9930 4.5194
*
```

The value obtained for the total energy is -6087.17623 Ha. As for the largest force on an atom: 7.7 eV/A. For the LUMO energy (spin up / spin down), the calculation gives -4.77 / -8.88 eV. The calculation puts the frontier orbital gap (spin up / spin down) at 5.985 / 4.011 eV.

5.
Computed, not measured: a cluster of 3 separate species, C5H16N2O2 in total, with wB97M-V/def2-TZVPD.

Geometry as ORCA input:
```
! wB97M-V def2-TZVPD RIJCOSX def2/J DEFGRID3
* xyz 0 1
N -1.9427 1.8355 0.5289
C -1.7468 0.8031 -0.4096
C -1.7475 -0.4684 -0.0293
C -1.3746 -1.6478 -0.8709
C 0.1571 -2.0470 -0.7591
C 1.0421 -0.9968 -1.5568
N 2.4189 -1.6010 -1.4855
H -2.5272 1.8230 1.4177
H -1.0201 2.1404 0.9030
H -1.4440 1.1856 -1.4098
H -2.0527 -0.6489 0.9686
H -1.5070 -1.5265 -1.9915
H -2.0343 -2.3839 -0.5576
H 0.3147 -2.0919 0.3247
H 0.2672 -3.1504 -1.1720
H 0.8186 -0.1213 -1.0660
H 0.7485 -1.0240 -2.6394
H 2.8686 -1.2588 -2.3436
H 2.9519 -1.2271 -0.6973
O 2.1478 1.8257 1.5902
H 3.0115 2.0100 1.2510
H 1.5789 2.1450 0.8592
O -0.2791 2.2776 3.3220
H -0.8474 1.5973 3.3062
H 0.1979 2.5507 2.5168
*
```

The value obtained for the total energy is -460.00010 Ha. The energy relative to the best compared isomer or geometry (same formula, charge and spin) comes out at 3.168 eV. As for the largest force on an atom: 6.0 eV/A. The SMILES is N/C=C/CCCN.O.O. For the LUMO energy, the calculation gives 0.29 eV. The calculation puts the frontier orbital gap at 8.931 eV.

6.
Computed, not measured: a cluster of 10 separate species, H20O10 in total, with wB97M-V/def2-TZVPD.

Geometry as ORCA input:
```
! wB97M-V def2-TZVPD RIJCOSX def2/J DEFGRID3
* xyz 0 1
O -1.5252 -0.5295 -2.1331
H -2.0846 -0.1398 -2.8370
H -0.8198 -0.7658 -2.7046
O 1.1420 -2.6017 -1.6473
H 1.3376 -1.7719 -1.2910
H 0.3842 -2.9234 -1.1602
O -1.4293 -3.5905 -0.3393
H -2.0293 -2.8613 -0.3979
H -1.3813 -3.9790 -1.1617
O 2.4633 -0.3111 -0.5728
H 1.7206 -0.2430 0.0110
H 2.3889 0.3371 -1.2520
O -0.2102 2.0205 -2.4888
H -0.7888 2.3185 -3.2009
H -0.5762 1.0953 -2.5060
O 0.5382 -2.4469 2.4226
H 1.1995 -1.9634 2.9673
H -0.0124 -1.7868 1.9266
O 0.0493 3.8008 2.1404
H -0.2587 2.9667 1.8522
H -0.5639 4.4062 1.7391
O 2.4197 1.6384 1.8644
H 1.8840 1.8228 1.0991
H 1.8571 1.4511 2.6241
O -1.1454 1.5170 1.6548
H -1.9572 1.1516 1.9329
H -1.4918 1.7870 0.8331
O -0.0955 -0.4052 0.2087
H -0.8460 -0.3575 -0.3697
H -0.1687 0.3638 0.7859
*
```

The value obtained for the total energy is -764.33325 Ha. The energy relative to the best compared isomer or geometry (same formula, charge and spin) comes out at 4.045 eV. As for the largest force on an atom: 3.2 eV/A. The SMILES is O.O.O.O.O.O.O.O.O.O. For the LUMO energy, the calculation gives -0.77 eV. The calculation puts the frontier orbital gap at 9.823 eV.

7.
Computed, not measured: the molecule C9H8BrNO, with wB97M-V/def2-TZVPD.

Geometry as ORCA input:
```
! wB97M-V def2-TZVPD RIJCOSX def2/J DEFGRID3
* xyz 0 1
C 2.9786 0.6042 -1.9285
C 2.8858 -0.4559 -1.0181
Br 4.1301 -1.8072 -1.1388
C 1.9885 -0.5560 0.0037
N 0.9578 0.2907 0.3180
C -0.1969 -0.0869 0.7026
C -1.1100 0.8754 1.1595
C -2.3725 0.5699 1.5306
C -2.8763 -0.7169 1.3812
C -2.0876 -1.7333 0.9666
C -0.6499 -1.5233 0.6133
O 0.0830 -2.3655 0.0961
H 2.7282 1.6824 -1.6048
H 2.2896 0.7002 -2.7826
H 3.9546 0.8672 -2.4229
H 2.1609 -1.6125 0.4469
H -0.6985 1.9146 1.2986
H -3.1631 1.2548 1.7266
H -3.8674 -0.9740 1.6135
H -2.3506 -2.7386 1.1036
*
```

The value obtained for the total energy is -3051.64580 Ha. The energy relative to the best compared isomer or geometry (same formula, charge and spin) comes out at 0.959 eV. As for the largest force on an atom: 6.9 eV/A. The SMILES is C/C(Br)=C\N=C1\C=CC=CC1=O. For the LUMO energy, the calculation gives -1.70 eV. The calculation puts the frontier orbital gap at 6.482 eV.

8.
Computed, not measured: the molecule C3H2O2, with wB97M-V/def2-TZVPD.

Geometry as ORCA input:
```
! wB97M-V def2-TZVPD RIJCOSX def2/J DEFGRID3
* xyz 0 1
C 2.1491 -0.0670 -0.0708
C 0.9886 -0.0670 0.1185
C -0.4966 -0.1458 -0.0285
O -1.2455 -1.0933 -0.0065
O -0.9088 1.1302 0.0027
H 3.2927 0.1511 -0.0153
H -1.9050 1.2322 -0.0685
*
```

The value obtained for the total energy is -265.91853 Ha. The energy relative to the best compared isomer or geometry (same formula, charge and spin) comes out at 0.891 eV. As for the largest force on an atom: 5.9 eV/A. The SMILES is C#CC(=O)O. For the LUMO energy, the calculation gives 0.61 eV. The calculation puts the frontier orbital gap at 11.608 eV.